1.
ORCA calculation (ωB97M-V/def2-TZVPD) on a molecular structure, C22H46B3NO13 in a non-equilibrium geometry.

```
85
Properties=species:S:1:pos:R:3:forces:R:3
H -2.18059 -1.11315 -4.42492 -0.01 0.00 -0.12
H -4.95617 -2.49877 -0.20919 -0.16 -0.11 0.01
H 4.44472 7.72364 0.70381 0.19 -0.06 0.00
H 0.27651 -0.57925 -4.22798 0.00 -0.02 -0.02
H -3.48048 -0.46255 -3.43706 -0.08 0.04 -0.04
H -1.45097 -0.27335 -0.54824 0.15 -0.05 -0.07
O 0.94875 -3.45006 -5.92858 -0.17 0.16 -0.05
C 1.45694 -2.12515 4.24210 0.14 -0.15 -0.21
H -0.81877 -3.51435 4.19174 0.06 0.00 -0.02
C 0.82995 1.74918 4.22092 0.23 0.04 0.29
H -2.31917 0.98760 -5.88624 0.08 -0.04 0.03
H 1.82182 -5.68879 -5.04433 0.12 0.16 -0.04
H 1.88470 4.30695 -2.11726 -0.01 -0.08 0.02
H 0.72237 -3.67531 2.88032 0.06 -0.07 0.08
B -5.93023 0.40133 1.38963 -0.63 0.36 -0.17
H 1.08562 -5.11021 4.82251 -0.05 -0.02 -0.06
H 1.84172 5.53479 0.07421 0.09 0.04 0.00
O 0.61990 -2.43517 5.24028 -0.17 0.21 0.24
H -2.68304 0.09644 2.01069 0.09 0.07 0.22
C -2.07133 0.13327 0.24171 -0.73 0.61 0.20
C 4.36046 5.62839 1.00013 0.15 0.15 -0.17
H 3.30549 2.07428 1.88451 -0.02 0.00 -0.04
H 1.74669 -2.44496 2.17044 0.15 0.05 0.08
H -0.64681 -2.74791 -1.79376 -0.07 -0.01 0.02
O -5.55032 1.33854 0.41896 1.12 -1.47 0.84
H -3.00174 1.97211 0.75949 0.10 0.31 -0.20
O -4.79133 -0.42831 -0.98858 0.64 0.14 1.92
O 0.92499 1.08542 0.76592 -0.17 0.04 -0.11
C 4.23476 6.83830 0.10799 -0.39 0.25 0.10
H 3.01596 0.97930 3.25198 -0.02 0.08 0.05
H -0.51038 0.03756 -5.69186 -0.05 -0.15 0.10
H 0.45692 -4.11127 -1.85707 -0.02 -0.07 0.01
H 3.24914 6.96932 -0.33197 0.06 -0.09 -0.11
O 5.21260 5.55802 1.84220 0.04 -0.07 0.11
C -1.20368 -4.23195 -3.24825 0.05 -0.05 0.27
O -5.83666 -0.97516 1.16460 0.91 0.98 -0.74
C -0.59434 -3.82964 -1.92062 0.14 0.04 -0.03
H -3.61143 1.55983 -4.85736 0.06 0.09 0.07
B -4.46397 0.74406 -0.26211 -0.85 0.73 -1.34
H 3.29766 3.38817 -1.57441 -0.10 -0.05 0.02
H 3.44458 5.11079 -1.88242 -0.06 0.06 0.01
H 2.17317 -4.60878 -3.68389 0.01 0.02 -0.01
H 1.05435 0.65991 -5.22956 0.09 -0.02 0.21
O -0.57151 -3.56709 -4.34620 -0.35 0.27 -0.22
H 1.75227 3.80132 0.30095 0.09 -0.02 0.11
O 3.54548 4.57963 0.81131 -0.19 -0.29 0.29
H 1.79226 3.07534 5.61849 -0.02 -0.01 0.01
C -0.32971 -3.50263 5.16673 -0.07 -0.26 -0.03
C 1.59342 -3.05080 3.06123 -0.34 0.02 -0.28
C -2.99808 1.30934 -0.10603 0.30 -0.97 0.01
H 2.54022 3.07029 4.01688 0.01 -0.02 0.08
H 0.80228 -5.73397 -3.62178 0.03 0.10 0.11
H -2.59214 1.79946 -0.99279 -0.23 0.23 0.00
H 1.00932 3.89596 4.25521 -0.04 -0.02 0.06
H 1.35002 0.83866 4.52494 0.06 0.24 -0.09
C 0.29474 -4.83649 5.52098 0.15 0.02 -0.02
B -5.18588 -1.35328 -0.01429 -0.44 -0.37 -0.59
H -6.30036 0.80041 2.44166 -0.23 -0.08 0.02
O 0.19652 2.05510 -3.24265 -0.05 0.21 0.10
H -1.12773 -4.30421 -1.09670 -0.03 0.02 -0.01
H -2.24429 -3.91282 -3.28297 0.02 0.06 -0.12
C 0.56590 -3.98845 -4.92786 0.40 -0.13 0.14
C -0.48602 1.38758 -3.96850 0.29 -0.34 0.00
H 3.21501 0.31577 1.65001 -0.03 0.11 -0.16
C 1.33866 1.27444 1.88038 0.39 0.07 0.00
C 2.39872 4.60449 -0.05061 -0.11 -0.06 -0.29
C 1.37812 -5.07316 -4.26552 -0.24 -0.45 -0.03
H 0.74218 -4.79075 6.51389 -0.07 0.01 0.03
N -2.03450 -0.39049 1.39145 0.07 -0.45 -0.10
C 2.77656 4.34159 -1.49162 0.14 0.09 -0.08
C -3.06043 -0.46777 -4.44462 0.08 -0.16 0.15
H 2.46573 -3.68516 3.21424 0.02 0.01 0.01
C 2.80546 1.15796 2.20363 0.13 -0.29 0.23
C -2.71503 0.94171 -4.87065 -0.11 -0.25 -0.09
O 0.48438 1.67996 2.83069 -0.49 -0.02 -0.07
H 4.97450 6.76332 -0.68754 0.01 -0.01 0.00
H -3.79051 -0.90493 -5.12649 -0.01 0.01 0.00
O 2.12376 -1.12896 4.33549 0.09 -0.06 0.10
C 1.58970 3.01956 4.54851 0.05 0.05 -0.15
C 0.10370 0.30744 -4.83658 -0.03 0.15 -0.51
H -0.12212 1.74727 4.75170 -0.09 0.02 -0.16
H -1.09644 -3.25150 5.89723 0.06 0.12 0.02
H -0.45913 -5.62398 5.51146 -0.02 0.01 0.01
H -1.20116 -5.31245 -3.39977 0.08 0.00 -0.01
O -1.81983 1.56089 -3.94635 -0.25 0.43 0.17
```
Positions in Å, forces in eV/Å.

Results
energy above the lowest of the compared OMol25 structures with the same formula, charge and spin: 0.0 kJ/mol
LUMO: 0.38 eV
E_tot: -1973.5568 a.u.
HOMO: -9.69 eV

2.
ORCA calculation (ωB97M-V/def2-TZVPD) on a single C4H8O3 molecule in a non-equilibrium geometry.

```
15
Properties=species:S:1:pos:R:3:forces:R:3
C -0.71102 -0.19188 0.53937 0.45 -1.00 1.00
H 1.63942 1.45165 0.21290 0.04 0.06 0.04
H -0.75691 -1.35071 2.19509 -0.17 0.26 -0.17
O -0.10172 -1.07345 1.54105 -0.33 0.74 -0.72
C 0.34238 -0.07782 -0.54024 0.51 -0.40 0.22
H 0.14814 -2.10708 -1.02553 -0.03 -0.23 0.18
O -1.08444 1.01307 1.13257 -0.10 0.10 -0.02
H 1.48924 -1.19957 -1.89337 0.15 0.05 -0.18
H 1.72708 1.19499 -1.53062 0.07 0.08 -0.03
H 0.33364 2.04075 -0.82473 0.06 0.08 -0.05
H -2.60815 -0.44211 0.54113 0.03 0.02 0.01
C 0.69262 -1.19184 -1.16915 -0.25 0.50 -0.26
C 1.05104 1.23270 -0.68130 -0.16 -0.11 -0.10
H -0.30300 1.45313 1.48530 0.00 -0.12 0.05
O -1.85831 -0.75184 0.01753 -0.26 -0.04 0.02
```
Positions in Å, forces in eV/Å.

Results
SMILES: C=C(C)C(O)(O)O
energy above the lowest of the compared OMol25 structures with the same formula, charge and spin: 136.7 kJ/mol
LUMO: 0.67 eV
E_tot: -382.9128 a.u.
HOMO: -9.60 eV